No. 1
DFT (the ωB97M-V functional and the def2-TZVPD basis) results for C24H28ClN4O6Rh as an isolated structure at a distorted geometry.

Values from the calculation:
HOMO energy (alpha / beta) in eV: -13.31 / -13.29
Multiplicity: 5
Calculated total energy in Eh: -2171.67211
Total charge: +2

Last column: natural (NBO) charge in e.
Element x y z (Å)
Rh -0.013 1.219 -1.556  1.31
C 4.678 0.729 3.886  -0.66
C 3.547 0.739 2.925  0.08
C 2.230 0.804 3.364  -0.08
C 1.144 0.732 2.489  -0.20
C -0.164 0.943 2.986  0.26
N -1.239 0.949 2.267  -0.42
C -2.555 1.244 2.772  -0.24
C -3.496 1.809 1.705  -0.43
C -3.724 0.896 0.489  -0.27
N -4.066 -0.452 0.887  -0.48
C -3.512 -1.616 0.661  0.25
C -2.418 -2.100 -0.101  -0.31
C -2.138 -3.470 0.105  -0.08
C -1.186 -4.177 -0.599  -0.08
C -0.872 -5.598 -0.293  -0.63
C -0.531 -3.516 -1.646  -0.04
C -0.733 -2.174 -1.904  -0.26
C -0.019 -1.568 -2.999  0.19
N 0.163 -0.322 -3.197  -0.48
C 0.819 0.174 -4.375  -0.25
C 1.584 1.468 -4.089  -0.41
C 2.716 1.286 -3.075  -0.27
N 2.228 0.995 -1.746  -0.39
C 3.049 0.849 -0.778  0.13
C 2.738 0.670 0.616  -0.12
C 3.771 0.721 1.543  -0.08
C 1.379 0.516 1.075  0.56
O 0.429 0.164 0.320  -0.61
C -1.630 -1.381 -1.091  0.58
O -1.745 -0.145 -1.271  -0.75
H 4.345 0.927 4.900  0.24
H 5.431 1.463 3.608  0.26
H 5.171 -0.244 3.867  0.27
H 2.034 0.929 4.418  0.24
H -0.262 1.140 4.051  0.23
H -1.114 0.851 1.253  0.47
H -2.468 1.964 3.590  0.24
H -2.980 0.321 3.185  0.22
H -3.101 2.750 1.322  0.26
H -4.448 2.023 2.193  0.24
H -2.854 0.884 -0.164  0.27
H -4.564 1.303 -0.085  0.24
H -4.909 -0.473 1.456  0.42
H -4.027 -2.425 1.178  0.22
H -2.698 -3.995 0.866  0.22
H -1.452 -5.961 0.550  0.23
H 0.187 -5.710 -0.061  0.23
H -1.075 -6.231 -1.156  0.24
H 0.166 -4.066 -2.263  0.23
H 0.380 -2.288 -3.721  0.19
H 0.039 0.400 -5.115  0.24
H 1.482 -0.584 -4.813  0.20
H 0.886 2.236 -3.721  0.21
H 2.010 1.838 -5.023  0.26
H 3.290 2.219 -3.045  0.24
H 3.388 0.480 -3.396  0.22
H 4.121 0.924 -0.986  0.20
H 4.792 0.765 1.185  0.24
O -0.720 5.009 -0.399  -0.74
Cl -0.443 3.688 -0.682  2.58
O 0.822 3.506 -1.333  -0.85
O -1.439 3.088 -1.543  -0.86
O -0.430 2.879 0.511  -0.91

No. 2
DFT (the ωB97M-V functional and the def2-TZVPD basis) results for a 3-piece molecular cluster, C24H28F9N3O9S3 overall at a distorted geometry.

Values from the calculation:
HOMO energy in eV: -9.96
Calculated total energy in Eh: -3866.02236

Last column: Mulliken charge in e.
Element x y z (Å)
C 4.743 2.341 1.142  -0.64
C 4.887 1.469 -0.157  0.54
O 4.889 1.992 -1.238  -0.53
N 4.975 0.045 0.057  0.31
C 5.343 -0.698 -1.167  -0.85
C 3.727 -0.422 0.641  -0.89
C 2.413 -0.241 0.050  -0.26
N 2.274 0.414 -1.217  0.02
C 1.172 -0.697 0.699  -0.01
S -0.418 -0.425 -0.108  1.90
O -1.534 -1.152 0.471  -0.70
O -0.278 -0.863 -1.490  -0.72
C -0.928 1.378 -0.151  0.51
F -2.102 1.387 -0.855  -0.27
F -0.033 2.079 -0.895  -0.23
C -1.246 2.006 1.267  0.64
F -2.605 2.142 1.371  -0.30
F -0.895 1.142 2.270  -0.21
C -0.640 3.432 1.529  0.48
F -1.314 3.935 2.621  -0.29
F -0.869 4.320 0.528  -0.28
C 0.883 3.400 1.982  0.49
F 1.489 4.591 1.868  -0.26
F 0.892 3.054 3.297  -0.25
F 1.607 2.457 1.328  0.01
C 1.321 -1.386 1.984  0.98
C 0.098 -1.911 2.782  -1.62
C 2.618 -1.602 2.549  -0.57
C 3.824 -1.113 1.901  0.86
C 5.062 -1.485 2.771  0.09
O 6.171 -1.087 2.752  -0.45
N 4.507 -2.480 3.660  -0.30
C 3.074 -2.322 3.848  0.09
O 2.478 -2.717 4.790  -0.49
H 5.703 2.892 1.290  0.41
H 4.523 1.727 2.045  0.17
H 3.885 3.038 0.986  0.05
H 5.241 -1.798 -0.995  0.31
H 4.740 -0.446 -2.070  0.28
H 6.407 -0.447 -1.406  0.34
H 2.797 -0.042 -1.958  0.24
H 2.472 1.410 -1.154  0.21
H -0.557 -1.100 3.171  0.26
H -0.501 -2.622 2.170  0.04
H 0.447 -2.486 3.673  0.42
H 4.690 -3.448 3.389  0.33
O -2.903 -3.350 3.466  -0.61
S -2.957 -4.532 2.640  1.17
O -2.051 -5.640 2.826  -0.70
C -4.635 -5.147 2.638  -0.71
C -5.304 -4.413 1.483  -0.61
C -4.289 -4.429 0.336  -0.84
C -2.931 -4.029 0.919  0.07
H -5.101 -4.950 3.602  0.40
H -4.595 -6.221 2.452  0.34
H -6.244 -4.888 1.198  0.37
H -5.520 -3.381 1.770  0.29
H -4.228 -5.438 -0.082  0.32
H -4.582 -3.758 -0.472  0.34
H -2.109 -4.531 0.411  0.49
H -2.783 -2.951 0.887  -0.19
O -2.161 1.841 -6.885  -0.66
S -1.465 2.591 -5.870  1.15
O -0.025 2.616 -5.788  -0.67
C -2.073 4.272 -5.889  -0.72
C -3.263 4.253 -4.936  -0.72
C -2.817 3.421 -3.730  -0.51
C -2.144 2.155 -4.269  -0.27
H -2.339 4.557 -6.905  0.41
H -1.278 4.917 -5.513  0.35
H -3.558 5.262 -4.646  0.35
H -4.120 3.775 -5.418  0.33
H -2.100 3.995 -3.136  0.23
H -3.656 3.172 -3.078  0.35
H -1.339 1.818 -3.617  -0.01
H -2.864 1.351 -4.416  0.38

No. 3
DFT (the ωB97M-V functional and the def2-TZVPD basis) results for C24H28FIN5ORhS as an isolated structure.

Values from the calculation:
HOMO energy (alpha / beta) in eV: -4.96 / -7.11
Multiplicity: 5
Calculated total energy in Eh: -2186.51404

Last column: natural (NBO) charge in e.
Element x y z (Å)
Rh 0.202 0.273 0.758  0.82
C 2.910 5.475 -1.111  -0.41
N 2.139 4.391 -0.545  -0.39
C 1.838 4.277 0.869  -0.32
C 1.207 2.892 0.914  0.66
O 0.785 2.325 1.907  -0.61
N 1.208 2.349 -0.332  -0.62
C 1.775 3.236 -1.133  0.65
N 1.925 3.010 -2.444  -0.77
H 2.556 6.421 -0.706  0.22
H 2.782 5.510 -2.191  0.21
H 3.975 5.378 -0.882  0.20
H 1.138 5.042 1.204  0.24
H 2.734 4.317 1.491  0.23
H 1.725 2.070 -2.748  0.43
H 2.606 3.524 -2.970  0.40
F 1.603 -3.503 5.370  -0.33
C 1.795 -2.793 4.239  0.38
C 1.630 -1.424 4.271  -0.28
C 1.819 -0.701 3.104  -0.22
C 2.141 -1.335 1.883  -0.08
C 2.256 -0.559 0.654  -0.68
C 2.344 -2.724 1.923  -0.19
C 2.172 -3.452 3.086  -0.27
H 1.363 -0.943 5.204  0.23
H 1.728 0.380 3.132  0.23
H 2.597 -1.092 -0.227  0.20
H 2.745 0.406 0.780  0.20
H 2.651 -3.232 1.017  0.21
H 2.322 -4.524 3.105  0.23
C -4.940 0.092 2.728  -0.22
C -3.666 -0.458 2.994  -0.23
C -2.624 -0.206 2.149  -0.17
C -2.790 0.573 0.972  -0.12
C -1.709 0.776 0.052  -0.28
C -1.970 1.503 -1.085  -0.29
C -3.246 2.059 -1.345  -0.24
C -4.271 1.895 -0.456  -0.24
C -4.072 1.135 0.722  0.03
C -5.129 0.887 1.634  -0.21
H -5.766 -0.121 3.396  0.21
H -3.522 -1.069 3.877  0.21
H -1.638 -0.606 2.366  0.20
H -1.184 1.662 -1.818  0.19
H -3.404 2.630 -2.255  0.20
H -5.248 2.327 -0.645  0.20
H -6.099 1.337 1.442  0.20
I -0.218 -4.682 -0.167  0.03
C -0.481 -2.635 -0.847  -0.67
H 0.455 -2.379 -1.335  0.23
H -0.634 -1.980 0.024  0.22
C -5.199 -3.908 -0.625  -0.42
N -3.783 -3.591 -0.605  -0.63
C -3.250 -2.426 -1.130  0.11
N -4.119 -1.375 -1.377  -0.84
S -1.760 -2.464 -2.095  0.21
H -5.390 -4.687 0.110  0.21
H -5.554 -4.257 -1.604  0.17
H -5.781 -3.032 -0.333  0.20
H -3.162 -4.377 -0.596  0.40
H -5.073 -1.564 -1.647  0.37
H -3.709 -0.555 -1.791  0.41